This record from OMol25 describes a structure of composition C34H33F6N7O2PRhSSb at a distorted geometry. The level of theory is ωB97M-V with the def2-TZVPD basis set.

XYZ file:
```
86
Properties=species:S:1:pos:R:3:forces:R:3
Rh -0.193067 -0.028405 0.126828 0.05 -0.52 -2.56
O 1.318538 0.386200 -1.838904 -0.26 0.16 0.42
S 2.545512 0.322428 -1.056799 0.49 -0.05 0.29
O 3.425706 1.445434 -0.967401 -0.28 0.10 -0.03
N 1.850509 0.125433 0.486607 -0.69 -0.03 -0.77
C 2.461538 0.038208 1.628347 0.86 0.00 1.01
C 3.862197 -0.250382 1.769548 -0.41 0.16 -0.32
C 4.420275 -0.403064 3.008083 -0.14 0.01 0.55
C 3.647022 -0.266732 4.167235 0.61 -0.14 -0.11
C 2.283301 0.085137 4.107961 -0.31 0.00 -0.05
C 1.497461 0.288863 5.260461 0.03 0.01 -0.17
C 0.192742 0.686238 5.107778 0.01 0.01 -0.06
C -0.296441 0.889492 3.811200 0.19 -0.03 -0.10
N 0.416852 0.678529 2.715229 -0.34 0.37 0.49
C 1.667193 0.266828 2.854382 0.67 -0.22 -0.09
C 3.510903 -1.062600 -1.502582 1.09 0.99 0.17
C 2.919593 -2.250907 -1.827203 -0.50 0.01 -0.02
C 3.713376 -3.308029 -2.161487 1.27 -0.75 -0.29
C 5.112651 -3.162176 -2.192060 -1.11 -0.92 -0.19
C 5.692012 -1.956332 -1.891905 0.81 -0.04 -0.07
C 4.916810 -0.894459 -1.542304 -1.33 0.87 0.30
H 4.466605 -0.396721 0.883395 -0.11 0.03 0.09
H 5.469037 -0.651178 3.092641 0.00 -0.01 0.02
H 4.103922 -0.420366 5.137347 0.01 0.02 -0.02
H 1.930338 0.146593 6.242165 0.02 -0.01 0.00
H -0.445317 0.860395 5.962166 -0.01 0.02 0.01
H -1.308840 1.247713 3.662577 -0.03 -0.01 0.00
H 1.857409 -2.353370 -1.806305 -0.36 -0.02 0.00
H 3.247034 -4.254065 -2.390996 0.10 -0.09 -0.04
H 5.737849 -4.003104 -2.458840 -0.05 -0.06 -0.02
H 6.763705 -1.836904 -1.936378 0.10 -0.02 -0.01
H 5.364305 0.065620 -1.323601 -0.10 0.03 0.03
C -2.725272 2.722546 -0.237175 -0.05 -0.02 0.00
C -1.277407 2.999674 -0.107805 0.03 -0.01 0.11
N -0.316295 2.122738 0.187739 -0.17 0.02 0.44
C 0.840809 2.873825 0.350614 0.09 -0.01 0.06
C 0.572358 4.175980 0.128573 0.04 -0.07 0.00
N -0.767840 4.240494 -0.163423 -0.09 0.07 -0.01
C -1.469399 5.494931 -0.474362 0.03 -0.06 0.05
N -0.773834 6.223537 -1.475154 -0.20 -0.03 0.05
N -0.082571 7.347478 -1.121958 -0.01 -0.06 0.28
N 0.460487 7.841698 -2.148589 0.16 0.22 -0.13
C 0.149323 7.058912 -3.242977 0.04 -0.03 -0.13
C 0.506590 7.196384 -4.585662 -0.02 -0.03 0.00
C 0.039142 6.239453 -5.455735 -0.01 -0.01 0.02
C -0.761668 5.167756 -5.010807 0.01 0.02 0.02
C -1.119802 5.021332 -3.688434 0.01 0.02 -0.04
C -0.647183 6.002118 -2.816214 -0.02 -0.05 -0.01
H -2.927824 1.753412 0.199823 0.00 0.01 0.03
H -3.057310 2.733908 -1.276379 -0.01 -0.01 -0.03
H -3.311894 3.458503 0.311199 -0.01 0.00 0.00
H 1.788878 2.447642 0.606311 -0.02 0.00 -0.01
H 1.198002 5.050252 0.137647 0.04 0.04 -0.01
H -1.497239 6.122456 0.416862 -0.02 -0.02 -0.06
H -2.484399 5.257138 -0.791021 0.06 -0.01 -0.01
H 1.121492 8.021379 -4.914077 0.01 0.03 -0.01
H 0.285393 6.304644 -6.505542 0.01 0.00 -0.03
H -1.105510 4.442284 -5.734702 -0.01 -0.02 -0.02
H -1.734882 4.195169 -3.358317 -0.03 -0.03 0.01
C -3.944878 -0.209631 -0.790576 -0.03 -0.18 -0.02
P -2.227309 -0.829109 -0.830509 0.27 0.72 -0.23
C -1.909392 -1.037496 -2.596565 -0.10 -0.17 0.01
C -2.542678 -2.490893 -0.154778 0.00 0.21 -0.16
C -2.223644 -3.629758 -0.821137 -0.20 -0.10 0.08
C -2.573219 -4.961221 -0.266859 0.66 0.05 0.20
C -2.959178 -4.969944 1.161752 -0.12 -0.04 -0.11
C -3.257073 -3.813561 1.805881 -0.18 0.01 0.23
C -3.074847 -2.581618 1.154070 0.18 -0.40 -0.22
H -4.584560 -0.995878 -1.193664 -0.06 0.04 -0.03
H -4.052187 0.672185 -1.415651 0.02 0.00 0.00
H -4.276964 0.029691 0.218864 0.00 0.02 0.00
H -2.713388 -1.603158 -3.070270 0.00 0.02 -0.06
H -0.949262 -1.528226 -2.744492 0.01 0.04 0.01
H -1.859232 -0.047841 -3.053096 0.00 0.01 0.04
H -1.745619 -3.626967 -1.792708 0.08 0.02 -0.03
H -3.461689 -5.314598 -0.832893 -0.20 0.22 0.09
H -3.046222 -5.938096 1.639738 0.03 -0.03 0.04
H -3.595936 -3.825424 2.831700 -0.01 -0.01 0.03
H -3.304960 -1.673195 1.696134 0.02 0.03 0.02
F 0.174555 -1.798239 -0.665253 -0.10 -0.31 0.20
Sb 0.627367 -3.803454 0.971179 1.06 0.28 -0.03
F -1.564763 -5.860645 -0.505947 -0.08 -0.09 -0.05
F -0.718784 -1.284843 1.498069 -0.40 0.28 0.89
F 1.767353 -5.039639 1.853101 -0.29 -0.04 0.02
F 2.052728 -2.533952 1.143263 -0.44 -0.33 0.13
F 1.211307 -4.391945 -0.736372 -0.23 -0.07 -0.06
```
Positions in Å, forces in eV/Å.

Its net charge is +2. The value obtained for the LUMO energy (alpha / beta) is -8.7371 / -8.7381 eV. Its multiplicity is 2. Its energy is -3538.19323 Eh. The HOMO-LUMO gap (alpha / beta) is 4.067 / 4.066 eV.

Computed Löwdin charges, given in elementary charges: number 1, Rh, carries 1.14; number 2, O, carries -0.32; number 3, S, carries 0.69; number 4, O, carries -0.25; number 5, N, carries -0.16; number 6, C, carries -0.24; number 7, C, carries 0.04; number 8, C, carries -0.01; number 9, C, carries 0.05; number 10, C, carries -0.14; number 11, C, carries 0.03; number 12, C, carries -0.02; number 13, C, carries -0.09; number 14, N, carries 0.08; number 15, C, carries -0.16; number 16, C, carries -0.29; number 17, C, carries -0.09; number 18, C, carries -0.04; number 19, C, carries -0.02; number 20, C, carries -0.06; number 21, C, carries -0.06; number 22, H, carries 0.10; number 23, H, carries 0.13; number 24, H, carries 0.13; number 25, H, carries 0.13; number 26, H, carries 0.12; number 27, H, carries 0.12; number 28, H, carries 0.07; number 29, H, carries 0.11; number 30, H, carries 0.12; number 31, H, carries 0.12; number 32, H, carries 0.12; number 33, C, carries 0.00; number 34, C, carries -0.32; number 35, N, carries -0.01; number 36, C, carries -0.11; number 37, C, carries 0.00; number 38, N, carries 0.01; number 39, C, carries -0.05; number 40, N, carries -0.08; number 41, N, carries 0.06; number 42, N, carries 0.09; number 43, C, carries -0.22; number 44, C, carries 0.01; number 45, C, carries -0.07; number 46, C, carries -0.07; number 47, C, carries -0.02; number 48, C, carries -0.17; number 49, H, carries 0.03; number 50, H, carries 0.09; number 51, H, carries 0.10; number 52, H, carries 0.09; number 53, H, carries 0.14; number 54, H, carries 0.15; number 55, H, carries 0.14; number 56, H, carries 0.12; number 57, H, carries 0.11; number 58, H, carries 0.11; number 59, H, carries 0.10; number 60, C, carries -0.23; number 61, P, carries 0.89; number 62, C, carries -0.21; number 63, C, carries -0.36; number 64, C, carries 0.04; number 65, C, carries -0.31; number 66, C, carries 0.10; number 67, C, carries 0.00; number 68, C, carries 0.04; number 69, H, carries 0.07; number 70, H, carries 0.05; number 71, H, carries 0.06; number 72, H, carries 0.07; number 73, H, carries 0.05; number 74, H, carries 0.07; number 75, H, carries 0.14; number 76, H, carries 0.22; number 77, H, carries 0.16; number 78, H, carries 0.14; number 79, H, carries 0.13; number 80, F, carries -0.55; number 81, Sb, carries 1.64; number 82, F, carries 0.04; number 83, F, carries -0.52; number 84, F, carries -0.47; number 85, F, carries -0.41; number 86, F, carries -0.43